1.
Formula: C13H40O9
Source: the Open Molecules 2025 dataset
Level of theory: ωB97M-V with the def2-TZVPD basis set

## Properties
Lowest unoccupied orbital energy (hartree): 0.0054
Energy above the lowest of the compared OMol25 structures with the same formula, charge and spin (kcal per mole): 0.0
Structure (SMILES): CC(C)O.CC(C)O.CC(C)O.OCCO.OCCO.O.O

Atoms and positions in Å:
O -0.57200 0.47464 -0.29769
H -1.31043 1.10210 -0.33823
H -0.97403 -0.40441 -0.39068
O -2.43072 2.64021 -0.18465
H -3.39203 2.63760 -0.21337
H -2.15949 3.41569 -0.68534
C -0.78630 -3.55629 -1.79525
C -0.55100 -3.25880 -0.31520
O -1.43173 -2.20540 0.12127
O 0.25731 -4.36019 -2.32306
H -0.88535 -2.62416 -2.35856
H -1.74163 -4.08610 -1.90719
H 0.45736 -2.88913 -0.15698
H -0.72547 -4.15284 0.28433
H -2.31831 -2.56722 0.21016
H 0.72261 -3.84528 -2.98956
C -0.89911 0.08064 -3.59030
C 0.34034 -0.63788 -4.08842
O 0.09864 -2.01740 -4.30126
O -1.98095 0.02036 -4.54184
H -0.67213 1.13022 -3.37645
H -1.27788 -0.37529 -2.68038
H 1.10943 -0.56474 -3.32132
H 0.69189 -0.14454 -5.00477
H -0.62511 -2.09250 -4.93317
H -1.68552 0.44846 -5.35189
C -3.78365 -0.06083 2.06010
C -2.78781 -0.25465 3.19561
C -1.62788 0.69834 3.06017
O -3.40939 0.01882 4.45725
H -4.12200 0.97679 2.07506
H -4.65123 -0.71952 2.16132
H -3.32380 -0.27597 1.09237
H -2.42214 -1.28917 3.20395
H -1.21103 0.64768 2.05506
H -0.78132 0.43555 3.70442
H -1.92730 1.70616 3.35057
H -4.21128 -0.51223 4.50596
C 1.88886 2.94446 3.58015
C 1.83958 2.52155 2.12350
C 0.72150 3.24029 1.38921
O 3.10973 2.74767 1.53261
H 1.19792 2.33052 4.16122
H 1.60806 3.99156 3.70129
H 2.88947 2.80113 3.98630
H 1.63549 1.44104 2.09334
H 1.03182 4.25898 1.13924
H -0.20864 3.23645 1.95448
H 0.52518 2.75711 0.42623
H 3.15815 2.22984 0.71839
C 2.63569 -1.61977 -1.31578
C 2.86996 -0.52083 -0.28313
C 4.33996 -0.20854 -0.12009
O 2.21058 0.67999 -0.67153
H 3.16651 -1.38968 -2.24092
H 1.56909 -1.72928 -1.51909
H 2.98507 -2.58258 -0.93027
H 2.43196 -0.86786 0.66562
H 4.90724 -1.09767 0.15272
H 4.49576 0.57064 0.62483
H 4.73067 0.16033 -1.07361
H 1.26081 0.56597 -0.48676

=====

2.
Formula: C28H38N3O2PPtTe
Source: the Open Molecules 2025 dataset
Level of theory: ωB97M-V with the def2-TZVPD basis set

## Properties
Lowest unoccupied orbital energy (alpha / beta) (hartree): 0.0017 / -0.0235
Energy above the lowest of the compared OMol25 structures with the same formula, charge and spin (kcal per mole): 0.0
2S+1: 3

Atoms and positions in Å:
Pt 0.71329 0.02093 -1.11566
C -0.83643 2.73251 -3.22788
C 0.15378 3.40003 -2.27712
C 1.59812 3.04977 -2.62177
C -0.17723 3.10795 -0.81077
C -1.40058 3.87448 -0.32068
O -2.04961 2.95613 0.57368
C -1.50270 1.73771 0.34763
N -0.52020 1.70730 -0.46878
C -2.10756 0.68103 1.21462
C -3.20911 1.09313 1.97503
C -3.78299 0.26420 2.91998
C -3.25372 -0.99758 3.13854
C -2.17733 -1.42084 2.38138
C -1.60150 -0.61477 1.40116
P -0.25701 -1.33840 0.38459
C -1.16438 -2.66773 -0.47889
C -2.54417 -2.63490 -0.66286
C -3.17766 -3.61735 -1.41327
C -2.43917 -4.64552 -1.97874
C -1.06105 -4.68124 -1.80466
C -0.42576 -3.69661 -1.06653
C 0.78920 -2.22459 1.57844
C 0.51511 -3.50037 2.06822
C 1.36253 -4.08961 2.99350
C 2.49225 -3.41171 3.43293
C 2.78127 -2.15050 2.93332
C 1.93825 -1.55994 2.00292
H -0.58061 2.96687 -4.26199
H -1.86301 3.06684 -3.05942
H -0.80803 1.64819 -3.10251
H 0.05956 4.49085 -2.36409
H 1.83426 2.00792 -2.38769
H 2.29491 3.68616 -2.06999
H 1.78149 3.18552 -3.68852
H 0.69612 3.36979 -0.20368
H -2.09549 4.11841 -1.12649
H -1.15800 4.77726 0.23515
H -3.61057 2.08279 1.82682
H -4.63231 0.61278 3.49200
H -3.68101 -1.65433 3.88485
H -1.78158 -2.41493 2.54071
H -3.13452 -1.82829 -0.24807
H -4.24878 -3.57017 -1.55825
H -2.93310 -5.41367 -2.55960
H -0.47528 -5.47174 -2.25553
H 0.65237 -3.71302 -0.96364
H -0.34905 -4.04718 1.71022
H 1.14330 -5.08093 3.36879
H 3.15395 -3.87544 4.15319
H 3.67295 -1.62821 3.25639
H 2.18103 -0.59078 1.58149
Te 1.93322 -1.33144 -2.84710
N -3.19175 -0.42120 -3.62796
N -1.82769 -0.63652 -3.25632
H -3.41244 -0.83872 -4.52713
H -3.32983 0.57788 -3.70908
H -1.19966 -0.60193 -4.05470
H -1.75381 -1.55892 -2.84617
C 1.32316 2.16115 2.63522
C 2.56965 2.60801 1.89871
O 2.98348 1.56136 1.04628
C 4.24201 1.80803 0.44375
C 4.66760 0.56862 -0.30597
H 0.77589 3.01605 3.03539
H 1.56632 1.49175 3.46009
H 0.67345 1.62103 1.94627
H 3.37592 2.85136 2.60407
H 2.37932 3.51770 1.30999
H 4.97242 2.07138 1.22115
H 4.16203 2.66833 -0.23574
H 4.83658 -0.26147 0.38075
H 5.58882 0.75880 -0.85799
H 3.89110 0.27056 -1.01199

=====

3.
Formula: C8H9NO3S
Source: the Open Molecules 2025 dataset
Level of theory: ωB97M-V with the def2-TZVPD basis set

## Properties
Lowest unoccupied orbital energy (hartree): -0.0217
Energy above the lowest of the compared OMol25 structures with the same formula, charge and spin (kcal per mole): 96.9
Structure (SMILES): O=CC#[N+][O-].Sc1ccccc1.O

Atoms and positions in Å:
C 2.46096 1.21078 0.73612
C 2.29942 1.28015 -0.62736
C 1.70744 0.24974 1.42227
C 1.46513 0.43739 -1.34459
C 0.71075 -0.48950 0.75225
C 0.67648 -0.45656 -0.66709
C -1.71907 2.01872 -0.34932
C -2.33024 0.98921 0.35344
N -2.78864 -0.01712 0.75550
O -2.16904 3.12448 -0.61839
O -1.22523 -3.15373 0.65097
O -3.42655 -0.85483 1.27447
S -0.59571 -1.51284 -1.38216
H 3.19695 1.85451 1.19339
H 2.90203 1.79658 -1.33653
H 1.78143 0.11930 2.44962
H 1.51103 0.32823 -2.39479
H 0.13417 -1.19470 1.38603
H -0.66467 1.88378 -0.68315
H -0.67422 -0.97756 -2.69978
H -1.25072 -4.05054 0.47527
H -2.00166 -2.58548 0.65384

=====

4.
Formula: C4H7N2
Source: the Open Molecules 2025 dataset
Level of theory: ωB97M-V with the def2-TZVPD basis set

## Properties
Lowest unoccupied orbital energy (hartree): -0.2424
Energy above the lowest of the compared OMol25 structures with the same formula, charge and spin (kcal per mole): 125.3
Total charge: +1

Atoms and positions in Å:
C -1.15488 1.25275 0.50854
C -3.16065 -0.07093 0.62970
C 1.46394 -0.84864 -0.81755
C 1.87214 0.05135 0.06770
N -2.15788 0.63059 0.95495
N -0.19815 1.82744 0.09850
H -3.18533 -0.31544 -0.42812
H -3.93835 -0.40211 1.49382
H 1.96303 -1.13309 -1.70312
H 0.53670 -1.23338 -0.74680
H 2.83289 0.45809 -0.16308
H 1.32572 0.23413 0.87869
H 0.72099 1.88477 -0.28104